No. 1
A molecular structure, C13H38F3O11Y at a distorted geometry, computed with ωB97M-V/def2-TZVPD.

Properties
**Energy relative to the best compared isomer or geometry (same formula, charge and spin)**: 43.9 kcal per mole
**DFT total energy**: -1683.295129 hartree
**Multiplicity**: 1

Last column: Mulliken charge in e.
Geometry (Å):
Y1 15.29359 -19.04954 27.27588  1.50
O1 16.05836 -23.05458 26.55077  -0.68
C1 15.15960 -22.79279 25.47637  -0.48
C2 14.31343 -21.46064 25.51644  0.54
O2 13.89264 -20.88405 26.76553  -0.75
H1 14.42512 -23.59682 25.42993  0.29
H2 15.69267 -22.86221 24.52815  0.23
H3 13.41838 -21.56916 24.90389  0.31
H4 14.84976 -20.65551 25.01425  -0.39
C3 15.28773 -17.15231 23.91735  0.60
O3 16.51391 -16.40667 24.07137  -0.47
O4 15.17041 -17.75259 25.19068  -0.51
C4 14.06600 -16.41850 23.16654  0.64
F1 13.07277 -17.26119 23.09134  -0.31
F2 13.43726 -15.31841 23.75583  -0.34
F3 14.39712 -16.12219 21.93882  -0.25
C5 17.07652 -15.66373 22.99254  -0.12
C6 18.31504 -14.95278 23.50618  -1.18
H5 18.56432 -14.15947 22.80147  0.44
H6 18.04495 -14.38038 24.39360  0.36
H7 19.14056 -15.63025 23.72449  0.04
H8 16.37831 -14.91247 22.62346  0.25
H9 17.32575 -16.35264 22.18546  0.27
H10 15.62018 -17.92802 23.22753  -0.11
C7 9.15024 -16.62836 22.59505  -0.24
O5 8.76461 -16.19503 21.27778  -0.51
H11 8.76763 -17.61295 22.86392  0.27
H12 10.23945 -16.58680 22.59401  -0.04
H13 8.79539 -15.89902 23.32324  0.28
H14 8.76783 -15.23682 21.21916  0.28
C8 13.99870 -20.13583 21.15617  -0.50
O6 13.02077 -20.29775 20.20712  -0.58
H15 14.56286 -19.21506 21.00780  0.19
H16 13.51372 -20.15775 22.13209  0.24
H17 14.74365 -20.91466 20.99317  0.31
H18 12.98899 -19.51728 19.64903  0.36
C9 22.36994 -14.12490 24.21166  -0.10
O7 23.19974 -15.23757 24.40929  -0.49
H19 22.41364 -13.38590 25.01170  0.31
H20 22.79330 -13.71016 23.29687  0.24
H21 21.35899 -14.50278 24.05903  -0.18
H22 24.04213 -14.92034 24.74298  0.30
C10 21.07528 -17.47643 22.77932  -0.14
O8 21.07560 -18.73270 23.45938  -0.57
H23 21.93058 -17.29545 22.12832  0.29
H24 20.11748 -17.31320 22.28526  0.18
H25 21.11888 -16.66879 23.51000  -0.04
H26 21.88970 -18.84531 23.95554  0.28
C11 11.43879 -17.52511 20.13049  -0.35
O9 12.37550 -17.88222 19.05964  -0.60
H27 11.90136 -17.70174 21.10154  -0.08
H28 11.19858 -16.46226 20.10307  0.38
H29 10.48166 -18.03889 20.04081  0.37
H30 11.99397 -17.66512 18.20588  0.27
C12 17.72791 -20.21114 22.79684  -0.29
O10 19.04847 -20.68366 22.63173  -0.57
H31 17.32431 -19.81331 21.86575  0.22
H32 17.13541 -21.06022 23.13758  0.14
H33 17.67614 -19.51616 23.63495  0.19
H34 19.57401 -19.90146 22.81498  0.31
C13 10.82343 -15.13253 25.55382  -0.36
O11 11.18313 -16.12258 26.43054  -0.48
H35 9.74088 -15.00541 25.55045  0.33
H36 11.19465 -14.12422 25.73714  0.26
H37 11.14654 -15.35148 24.53609  -0.06
H38 10.43158 -16.30928 26.99793  0.31

***

No. 2
7 unconnected molecules or ions with the total composition C13H38IO8Si, computed with ωB97M-V/def2-TZVPD.

Properties
**DFT total energy**: -1707.284010 hartree
**Multiplicity**: 1
**Net charge**: -1

Last column: Mulliken charge in e.
Geometry (Å):
O1 -1.01734 -2.81158 1.12090  -0.68
C1 0.02499 -3.46353 0.96415  0.50
O2 0.99303 -3.25582 0.18631  -0.68
Si1 0.29393 -5.01653 2.05656  0.28
I1 1.67457 -4.33489 3.99543  -0.15
H1 -0.95681 -5.61017 2.58270  -0.17
H2 1.09206 -6.03258 1.34048  -0.13
C2 0.35254 0.27905 0.32935  -0.93
C3 0.31537 0.34216 -1.18233  0.18
O3 1.14341 -0.67400 -1.74704  -0.50
H3 1.37615 0.39660 0.68858  0.28
H4 -0.27788 1.04091 0.79498  0.41
H5 0.00394 -0.71423 0.61605  0.14
H6 0.69036 1.29647 -1.55861  -0.06
H7 -0.71720 0.22375 -1.53641  0.25
H8 0.83381 -1.52553 -1.39368  0.22
C4 1.94634 4.35762 -1.34343  -1.06
C5 0.48857 4.39088 -1.75689  -0.14
O4 -0.05588 5.71346 -1.71115  -0.44
H9 2.06294 4.75714 -0.33597  0.26
H10 2.33272 3.33820 -1.36227  0.32
H11 2.55400 4.96550 -2.01876  0.37
H12 -0.11349 3.79524 -1.07293  0.16
H13 0.36549 3.97636 -2.76193  0.27
H14 0.45263 6.25918 -2.31898  0.28
C6 0.14909 -0.74450 7.74432  -1.07
C7 0.48031 -1.77282 6.67571  -0.19
O5 -0.19723 -3.00533 6.88492  -0.48
H15 0.40188 -1.12913 8.73331  0.27
H16 0.69843 0.18371 7.57819  0.32
H17 -0.91874 -0.51182 7.73850  0.33
H18 1.54390 -2.00520 6.69204  0.28
H19 0.24144 -1.37904 5.68287  0.27
H20 -1.14243 -2.83148 6.84648  0.28
C8 -3.22504 6.15509 0.14996  -0.65
C9 -3.66205 7.14993 -0.90448  -0.23
O6 -2.64923 8.11985 -1.15632  -0.52
H21 -2.97896 6.66564 1.08144  0.25
H22 -3.99837 5.41199 0.35071  0.32
H23 -2.32880 5.63459 -0.19276  0.01
H24 -4.54351 7.70583 -0.58623  0.29
H25 -3.91250 6.62618 -1.83384  0.23
H26 -1.86167 7.63437 -1.42824  0.29
C10 3.72982 -2.96243 -2.45045  -0.78
C11 2.79181 -3.98820 -3.06050  -0.16
O7 2.05682 -4.68786 -2.07306  -0.50
H27 4.42846 -3.43609 -1.75937  0.27
H28 4.29828 -2.43629 -3.22135  0.35
H29 3.14957 -2.23286 -1.88438  0.09
H30 3.34823 -4.74291 -3.62030  0.36
H31 2.10788 -3.48893 -3.76042  0.15
H32 1.55710 -4.03447 -1.55385  0.31
C12 -2.45886 -3.30540 -2.77097  -1.02
C13 -1.28694 -3.26991 -3.73515  -0.05
O8 -0.82455 -1.94498 -3.98160  -0.55
H33 -3.28457 -2.70407 -3.15587  0.28
H34 -2.80895 -4.32782 -2.61914  0.34
H35 -2.16871 -2.90373 -1.79683  0.23
H36 -1.57312 -3.66850 -4.70914  0.36
H37 -0.46851 -3.88710 -3.34670  0.07
H38 -0.54853 -1.57996 -3.13262  0.31

***

Computed highest occupied orbital energy (eV) in order:
-6.63; -5.08
Computed LUMO (eV) in order:
-2.9; 2.2
Computed gap between HOMO and LUMO (eV) in order:
3.7; 7.3